Version one
The following is a quantum chemistry calculation of one molecule with the formula CH3NOS2, from OMol25.

CARTESIAN COORDINATES (ANGSTROEM)
C -0.364 -1.347 0.873
N 0.232 0.434 -1.043
O 1.506 3.001 -1.795
S -0.892 0.214 0.066
S 0.175 2.585 -1.435
H -0.419 -2.167 0.178
H -0.877 -1.497 1.903
H 0.639 -1.222 1.252

The spin multiplicity is 1. The frontier orbital gap (spin up / spin down) comes out at 8.54 / 6.92 eV. As for the HOMO energy (spin up / spin down): -0.338 / -0.301 hartree.

=====

Version two
The following is a quantum chemistry calculation of a 2-piece molecular cluster, CH3NOS2 overall, from OMol25.

CARTESIAN COORDINATES (ANGSTROEM)
C 0.694 -0.967 0.434
N 0.029 -0.864 -0.661
O -1.108 1.912 0.324
S 1.207 -2.387 0.990
S -0.950 1.258 -1.102
H 0.773 -0.056 1.042
H 0.076 -1.683 -1.289
H -0.722 2.787 0.261

The spin multiplicity is 1. The frontier orbital gap (spin up / spin down) comes out at 5.98 / 5.98 eV. As for the HOMO energy (spin up / spin down): -0.300 / -0.300 hartree.

=====

Here are the energies relative to the best structure, in eV: version one 0.304; version two 0.000.

=====

Version one
The following is a quantum chemistry calculation of a 2-piece molecular cluster, C3H5NOS2 overall, from OMol25.

CARTESIAN COORDINATES (ANGSTROEM)
C 1.203 1.078 0.083
C 1.767 -0.369 -0.187
C -0.953 -1.249 0.477
H 0.654 1.184 1.053
H 2.052 1.901 -0.144
H 0.357 1.300 -0.537
H -1.270 -1.400 1.751
H -3.345 0.469 -1.171
N -1.678 -0.389 -0.687
O -2.846 -0.195 -0.142
S 3.434 -0.584 -0.231
S 0.626 -1.745 -0.265

The spin multiplicity is 1. The frontier orbital gap comes out at 7.55 eV. As for the HOMO energy: -0.308 hartree.

=====

Version two
The following is a quantum chemistry calculation of one molecule with the formula C3H5NOS2, from OMol25.

CARTESIAN COORDINATES (ANGSTROEM)
C -1.688 0.049 -0.119
C 0.894 -1.049 0.387
C 1.807 -0.118 -0.436
H -0.191 1.611 0.017
H -1.862 1.977 0.555
H 1.390 -1.990 0.538
H 0.524 -0.776 1.384
H 2.854 -0.588 -0.890
N -1.151 1.239 0.183
O 1.532 1.089 -0.741
S -3.342 -0.106 -0.412
S -0.767 -1.339 -0.466

The spin multiplicity is 1. The frontier orbital gap comes out at 7.91 eV. As for the SMILES: NC(=S)SCC=O. As for the HOMO energy: -0.305 hartree.

=====

Here are the energies relative to the best structure, in eV: version one 6.573; version two 0.000.

=====

Version one
The following is a quantum chemistry calculation of one molecule with the formula C3H5NOS2, from OMol25.

CARTESIAN COORDINATES (ANGSTROEM)
C 0.722 1.613 0.164
C -1.559 -1.079 -0.141
C 1.017 -0.850 -0.050
H 0.476 1.736 1.301
H 1.821 1.569 0.066
H 0.163 2.439 -0.434
H -2.075 -1.268 -1.229
H -2.318 -1.312 0.572
N 0.256 0.292 -0.391
O -1.045 0.202 0.074
S -0.095 -2.229 0.129
S 2.637 -1.112 -0.060

The spin multiplicity is 1. The frontier orbital gap comes out at 8.89 eV. As for the SMILES: CN1OCSC1=S. As for the HOMO energy: -0.322 hartree.

=====

Version two
The following is a quantum chemistry calculation of C3H5NOS2 as an isolated structure, from OMol25.

CARTESIAN COORDINATES (ANGSTROEM)
C -1.707 0.243 0.051
C 0.532 -0.389 0.071
C 0.731 1.110 0.208
N -0.961 -0.781 0.093
O -1.208 -1.964 0.105
S -3.994 -0.094 -0.275
S -0.967 1.853 0.083
H 0.983 -0.918 -0.835
H 1.068 -0.935 0.941
H 1.022 1.412 1.215
H 1.313 1.760 -0.502
H -3.977 -1.471 -0.381

The spin multiplicity is 1. The frontier orbital gap comes out at 7.19 eV. As for the HOMO energy: -0.299 hartree.

=====

Here are the energies relative to the best structure, in eV: version one 0.000; version two 1.980.